# 1
Below is a 9-piece molecular cluster, C18H48BBrF3NO8S9 overall at a distorted geometry, with properties calculated with the ωB97M-V functional and the def2-TZVPD basis.

Geometry as XYZ:
```
89
Properties=species:S:1:pos:R:3:forces:R:3
F -0.501551 0.102681 0.466599 2.778 0.665 -0.893
C 0.756988 0.115821 -0.177646 -0.684 0.807 -2.065
F 1.533831 1.263935 0.128477 -2.098 -2.173 -0.185
F 0.467800 0.221255 -1.578080 0.463 0.261 2.938
B 1.547796 -1.302429 0.019139 0.324 -1.983 -0.509
Br 0.898766 -2.816122 -1.132679 0.710 1.669 1.274
N 2.697272 -1.546866 0.931740 -3.144 2.817 4.208
C 2.531277 -0.928576 2.063823 2.836 1.379 -2.340
S 2.784194 0.207129 3.256344 -1.137 -3.378 -2.529
C 2.678063 -4.787717 3.640353 -0.078 -0.074 0.099
S 3.687839 -4.389594 2.197205 0.219 -0.254 -0.024
O 3.137394 -5.157215 1.039195 0.065 0.149 0.348
C 5.165606 -5.253951 2.767234 0.053 -0.210 0.145
H 1.679890 -4.374426 3.488938 0.084 -0.008 -0.092
H 2.608279 -5.870571 3.758574 0.025 0.033 -0.079
H 3.124419 -4.340021 4.530304 0.071 0.020 -0.090
H 4.936133 -6.307226 2.941032 -0.118 0.030 -0.130
H 5.525214 -4.789969 3.686610 -0.088 0.056 -0.167
H 5.932607 -5.171969 1.996453 -0.144 0.068 -0.021
C -5.379393 0.140990 -1.804190 -0.101 -0.017 0.039
S -3.603524 -0.051509 -1.541059 0.041 -0.296 -0.023
O -3.265499 -1.483591 -1.795350 -0.178 0.427 0.165
C -3.662682 0.183177 0.248315 -0.077 -0.047 0.145
H -5.590947 -0.004301 -2.863473 0.101 -0.005 0.091
H -5.925177 -0.602622 -1.220596 0.107 -0.026 -0.013
H -5.684372 1.146779 -1.509805 0.051 -0.012 -0.052
H -4.319162 -0.563286 0.699445 0.002 -0.007 -0.112
H -4.026443 1.187838 0.471541 0.016 -0.019 -0.069
H -2.656104 0.067331 0.645432 -0.132 -0.003 -0.144
C 5.158080 -1.883395 6.929902 0.070 -0.135 0.052
S 5.493978 -1.576539 5.182678 0.148 0.032 0.159
O 5.869046 -2.884337 4.561630 -0.037 0.294 0.261
C 7.017930 -0.646263 5.451463 0.140 -0.031 -0.020
H 4.255399 -2.490696 7.007012 0.040 0.064 -0.115
H 5.995778 -2.418703 7.382023 0.025 0.033 -0.050
H 4.999415 -0.932817 7.441888 0.002 -0.013 -0.081
H 7.737278 -1.259384 5.997947 -0.133 -0.059 -0.017
H 6.795428 0.262100 6.013772 -0.061 -0.042 -0.054
H 7.435508 -0.376470 4.480838 -0.141 -0.040 0.020
C -5.783799 3.055344 -6.134229 0.135 -0.171 0.186
S -7.367546 2.199912 -6.015684 0.175 0.047 0.205
O -7.966838 2.545105 -4.687746 0.194 -0.106 -0.218
C -6.667926 0.540074 -5.881327 -0.065 -0.094 0.015
H -5.972727 4.128111 -6.191178 -0.099 -0.094 -0.015
H -5.177723 2.840157 -5.251512 -0.170 -0.029 0.090
H -5.262140 2.732228 -7.036583 -0.195 0.089 0.176
H -6.005014 0.483769 -5.016422 -0.030 0.115 -0.045
H -6.116410 0.303041 -6.792721 -0.038 0.090 0.009
H -7.485425 -0.172630 -5.757998 -0.032 0.103 0.019
C -4.927784 5.829001 -8.954345 0.022 0.024 0.130
S -4.838996 4.299562 -9.909636 0.023 -0.085 0.052
O -4.993554 3.163485 -8.950724 0.230 0.371 -0.541
C -3.083808 4.434896 -10.309172 0.104 -0.027 0.056
H -5.941353 5.935950 -8.566279 0.044 -0.094 -0.091
H -4.222681 5.789391 -8.122076 -0.007 -0.072 -0.053
H -4.697355 6.676212 -9.602334 -0.025 -0.075 -0.023
H -2.496032 4.484174 -9.390817 -0.096 -0.021 0.004
H -2.915928 5.329339 -10.911429 -0.074 -0.037 0.010
H -2.790440 3.553867 -10.880675 -0.131 0.036 0.048
C -11.806604 0.024855 -4.169633 -0.127 -0.103 -0.001
S -10.072447 -0.242098 -3.743850 0.112 -0.009 -0.072
O -9.614634 -1.465048 -4.472026 -0.190 0.226 0.195
C -10.377857 -0.715003 -2.027977 -0.098 -0.139 0.062
H -11.865556 0.297169 -5.223811 0.128 -0.014 0.083
H -12.377018 -0.889994 -3.998453 0.086 -0.007 0.001
H -12.208904 0.837817 -3.562875 0.086 -0.006 -0.021
H -11.039424 -1.582663 -1.992976 0.039 0.019 -0.065
H -10.829178 0.123393 -1.494656 0.046 0.011 -0.072
H -9.423893 -0.967432 -1.564015 -0.020 0.048 -0.136
C 10.663920 -2.677832 7.286808 0.093 0.025 0.068
S 9.087989 -3.554723 7.374402 0.022 -0.024 0.169
O 8.466043 -3.229522 8.693986 0.183 -0.056 -0.327
C 9.806440 -5.205479 7.505334 0.045 -0.081 0.059
H 10.461841 -1.607313 7.236498 -0.082 -0.099 0.004
H 11.259393 -2.893367 8.175675 -0.095 -0.022 -0.001
H 11.202580 -2.986821 6.389381 -0.079 -0.004 0.010
H 10.456839 -5.259443 8.380155 -0.062 0.091 -0.010
H 10.374392 -5.427721 6.600363 -0.063 0.055 0.005
H 8.996374 -5.927709 7.610366 -0.011 0.144 -0.026
C 4.162307 3.350861 1.876411 -0.043 -0.029 0.021
S 5.511826 4.530255 2.091436 0.135 -0.134 0.151
O 6.543910 3.877114 2.951750 -0.389 0.148 -0.146
C 4.586183 5.678370 3.133206 -0.053 0.023 0.105
H 4.525256 2.514107 1.278691 0.055 0.105 0.044
H 3.830545 2.984581 2.849244 0.089 0.079 -0.009
H 3.334660 3.834978 1.355082 0.058 0.004 -0.002
H 4.226578 5.163366 4.025881 0.062 -0.047 -0.059
H 3.744870 6.084286 2.568838 0.061 -0.032 -0.027
H 5.250693 6.491551 3.426623 0.028 -0.110 -0.085
```
Forces are in eV/Å.

* 2S+1: 1
* HOMO energy: -8.38 eV
* energy: -7853.20422 a.u.
* strongest force on any atom: 6.0 eV/Å
* orbital gap: 0.266 Ha

Atomic partial charges in e from the Mulliken method, atoms 1 to 6:
1. F -0.225
2. C 0.569
3. F -0.195
4. F -0.232
5. B 0.236
6. Br -0.154


# 2
Below is C18H48F6NNiO12S2 as an isolated structure at a distorted geometry, with properties calculated with the ωB97M-V functional and the def2-TZVPD basis.

Geometry as XYZ:
```
88
Properties=species:S:1:pos:R:3:forces:R:3
Ni -3.341065 24.670798 -5.300857 -0.109 -0.995 0.994
C -1.520181 25.059697 -9.271584 0.225 -0.400 0.329
F -1.253655 25.548549 -10.534287 -1.241 -1.459 2.381
F -2.125183 23.839619 -9.150383 0.717 1.433 -1.323
F -0.328739 24.889077 -8.665675 -0.628 0.535 -0.378
S -2.576723 26.347548 -8.223332 0.957 0.673 -0.977
O -1.546675 26.948172 -7.396748 -0.744 -0.390 0.279
O -3.249124 27.187989 -9.211536 1.427 -1.361 2.167
N -3.624287 25.361242 -7.126667 1.144 2.119 -4.116
S -4.843869 25.093332 -8.159095 -2.695 -2.060 -3.194
O -4.489630 24.955566 -9.602685 -0.424 0.533 3.512
O -5.739037 24.046264 -7.686906 1.029 0.741 0.379
C -5.937718 26.629857 -7.897157 -0.428 -2.761 0.782
F -5.350176 27.734345 -8.181906 -0.787 1.277 -0.710
F -7.145374 26.385623 -8.463489 1.368 1.005 -0.026
F -6.137588 26.604321 -6.564675 -0.232 0.300 0.336
C -2.052366 28.441642 -3.973155 -0.405 1.065 0.973
C -2.603179 27.129968 -3.486616 2.434 0.227 1.185
O -3.434152 26.606070 -4.429736 -1.412 -1.554 -1.900
H -1.516485 28.480929 -4.921518 -0.241 -0.622 -0.069
H -1.380389 28.854414 -3.220710 -0.011 0.121 0.099
H -2.928487 29.088240 -4.022431 0.199 0.499 -0.283
H -3.217056 27.183999 -2.587538 0.562 0.509 0.532
H -1.760408 26.465744 -3.295166 -0.205 -0.441 0.050
H -4.226205 27.128697 -4.284484 -1.104 -0.010 -0.738
C -6.541679 19.711780 -4.867929 0.238 -0.304 -0.530
C -6.922284 20.666326 -5.991695 0.048 -0.144 0.333
O -5.760398 21.395500 -6.440331 -0.447 -0.465 0.056
H -7.429681 19.477757 -4.280739 0.201 0.153 0.271
H -5.715451 20.125986 -4.290108 -0.345 0.236 0.382
H -6.153783 18.760995 -5.233516 -0.057 -0.011 -0.259
H -7.640882 21.386317 -5.600110 0.007 0.208 -0.107
H -7.419212 20.133943 -6.802703 0.223 0.113 -0.158
H -5.617093 21.385808 -7.389533 -0.690 -0.110 -0.336
C -6.485426 29.752545 -5.056832 -1.033 0.994 0.718
C -6.681553 29.330457 -3.589410 0.220 0.226 -1.065
O -5.674941 28.360202 -3.327316 0.636 -0.654 0.379
H -6.694732 28.946804 -5.760449 0.212 0.060 0.138
H -5.569467 30.297245 -5.285788 0.465 -0.654 0.312
H -7.202971 30.556293 -5.221813 -0.490 -0.166 -0.256
H -7.671903 28.907469 -3.420953 -0.105 -0.251 -0.280
H -6.634111 30.165397 -2.890313 0.432 0.193 -0.119
H -5.542869 28.264706 -2.381248 -0.120 0.055 0.154
C 1.034701 24.391527 -5.958889 0.988 0.848 -1.189
C 0.010023 24.583953 -4.928926 -0.908 -0.328 0.762
O -1.287916 24.931707 -5.493296 0.309 -0.661 0.522
H 0.744269 23.675634 -6.727807 0.159 -0.209 0.271
H 1.984993 24.156569 -5.479475 -0.026 -0.441 -0.060
H 1.237917 25.330779 -6.473291 -0.083 0.110 -0.190
H 0.289676 25.353040 -4.208923 -0.011 0.096 0.025
H -0.066913 23.641835 -4.386145 -0.704 0.089 -0.007
H -1.196641 25.771939 -5.948572 0.164 0.623 -0.628
C 0.268517 23.600396 0.218816 0.839 0.407 0.790
C -0.249310 24.622663 -0.758746 -1.209 -0.413 0.260
O -0.569419 23.916717 -1.965532 -0.118 0.078 -0.098
H -0.442085 22.811217 0.464452 -0.125 -0.140 -0.854
H 0.442821 23.978531 1.226157 0.410 0.580 -0.144
H 1.209792 23.217656 -0.175658 0.002 -0.428 0.285
H 0.354744 25.471840 -1.078320 0.468 -0.072 0.738
H -1.188897 25.000858 -0.355963 -0.118 0.236 -0.304
H 0.269003 23.599690 -2.309249 -0.035 -0.219 -0.199
C -4.147956 23.265262 -1.411305 0.072 -1.203 0.284
C -3.445217 22.812496 -2.719954 -2.617 -0.793 1.695
O -2.813671 23.902587 -3.283675 -0.237 0.307 -1.528
H -3.535813 23.116378 -0.521802 0.512 0.686 -0.081
H -4.949097 22.571634 -1.156054 -0.412 0.006 -0.362
H -4.566161 24.269151 -1.484848 0.236 -0.046 0.053
H -4.248047 22.442658 -3.357746 0.309 0.103 -0.474
H -2.795648 21.964844 -2.501639 0.343 0.115 -0.189
H -2.039282 23.972937 -2.720679 1.365 0.813 -0.105
C -2.200905 20.673081 -5.584335 -0.852 -0.104 -1.232
C -2.547114 21.758245 -6.631460 2.595 -0.495 0.528
O -3.571427 22.580006 -6.182174 0.919 1.758 0.383
H -3.108392 20.113436 -5.357694 -0.043 0.050 0.422
H -1.782940 21.168864 -4.708209 -0.074 -0.267 0.061
H -1.523316 19.930960 -6.006531 0.319 0.198 0.118
H -2.598347 21.463014 -7.679468 -0.923 -0.589 0.059
H -1.620406 22.329005 -6.690916 -0.065 0.699 0.123
H -4.416517 22.139013 -6.295956 -0.706 -0.140 0.466
C -7.639411 24.913051 -4.376782 -0.618 -0.758 0.575
C -6.228830 24.704618 -3.818909 -1.372 0.892 0.796
O -5.403220 24.265059 -4.869828 1.019 0.608 -0.053
H -7.861009 25.883266 -4.821389 0.563 -0.036 -0.042
H -8.389725 24.770505 -3.599086 0.040 0.007 0.192
H -7.860417 24.144281 -5.117222 -0.075 -0.041 -0.217
H -6.115303 23.962810 -3.028370 -0.705 -0.034 0.132
H -6.001320 25.669020 -3.364729 1.047 0.027 -0.386
H -5.969147 23.591971 -5.254895 0.566 -0.383 -1.118
```
Forces are in eV/Å.

* 2S+1: 3
* HOMO energy (spin up / spin down): -12.84 / -12.81 eV
* energy: -4575.80769 a.u.
* strongest force on any atom: 4.8 eV/Å
* orbital gap (spin up / spin down): 0.398 / 0.374 Ha
* relative energy (zero: lowest compared OMol25 entry of this formula, charge and spin): 0.0 kJ/mol
* charge: +1

Atomic partial charges in e from the Mulliken method, atoms 1 to 6:
1. Ni 1.764
2. C 0.697
3. F -0.220
4. F -0.166
5. F -0.201
6. S 0.995


# 3
Below is C18H48O20S6V as an isolated structure at a distorted geometry, with properties calculated with the ωB97M-V functional and the def2-TZVPD basis.

Geometry as XYZ:
```
93
Properties=species:S:1:pos:R:3:forces:R:3
O -2.297980 -0.126043 0.751912 1.944 0.415 -0.880
V -0.740398 0.078806 0.408251 -2.498 0.303 -1.495
O -0.702768 0.621090 -1.098398 0.203 -0.835 2.108
O 2.400054 -0.769496 2.756896 0.435 2.301 -2.085
S 2.567733 0.172480 1.644597 1.233 -0.025 1.115
O 1.502013 0.353395 0.670149 -0.211 -0.490 0.330
O 2.932838 1.654237 2.201621 -0.638 -1.727 -0.121
C 3.055940 2.728713 1.217435 0.075 0.724 0.123
C 3.170569 4.001727 2.046717 -0.091 0.058 0.413
C 4.100792 -0.157575 0.704553 -0.522 0.193 0.440
H 2.194870 2.722815 0.550436 -0.037 0.007 0.168
H 3.956117 2.574935 0.621654 0.075 -0.119 0.068
H 3.373238 4.917785 1.492247 0.021 -0.311 -0.469
H 3.971061 3.904360 2.780383 0.054 -0.131 -0.052
H 2.254458 4.202459 2.601936 -0.066 -0.234 -0.046
H 3.968090 0.252179 -0.295824 -0.095 -0.145 0.037
H 4.344538 -1.218535 0.684230 -0.296 0.046 0.014
H 4.890056 0.389398 1.218913 -0.041 -0.124 0.072
O 2.082473 1.749916 -4.349142 -1.286 0.237 -0.306
S 0.937005 2.609982 -4.514958 -1.641 1.664 0.905
O 0.690636 3.348047 -5.760341 0.447 -1.532 1.921
O -0.443129 1.838762 -4.020322 1.674 0.019 -1.106
C -1.712623 2.467649 -4.253535 -0.927 -0.214 -0.604
C -2.750694 1.608221 -3.546984 0.112 0.359 0.073
C 0.880603 3.832002 -3.112853 0.398 -0.575 -2.119
H -1.985409 2.528333 -5.307965 0.584 -0.372 -0.243
H -1.749382 3.515310 -3.950942 0.314 -0.019 0.509
H -2.770977 1.847151 -2.483881 -0.093 -0.250 0.037
H -2.535702 0.548689 -3.680048 0.086 0.077 0.041
H -3.728343 1.793787 -3.992114 -0.045 0.112 0.124
H 0.137336 4.523151 -3.507745 0.178 0.297 0.386
H 1.886882 4.244664 -3.173456 -0.166 0.307 0.583
H 0.569586 3.377234 -2.174747 0.358 -0.164 -0.165
O -0.252733 -2.099036 0.562423 0.515 -0.795 -0.151
S -0.003963 -3.459506 1.018240 1.184 -0.739 1.238
O -1.097279 -4.240384 1.544037 0.961 0.893 -0.548
O 0.720575 -4.279739 -0.161623 -0.893 0.851 0.049
C 0.880685 -5.712490 -0.007207 -0.484 -1.482 0.568
C 0.210534 -6.508156 -1.118020 0.541 0.925 -0.701
C 1.444321 -3.472701 2.202215 -0.952 -0.306 -0.452
H 0.469275 -6.104154 0.923723 0.055 0.644 0.343
H 1.950784 -5.917708 -0.004735 0.018 0.237 -0.085
H 0.593214 -6.005604 -2.007588 -0.307 -0.473 -0.459
H -0.878630 -6.512958 -1.136738 0.053 0.335 0.289
H 0.533571 -7.548534 -1.138284 0.228 0.104 0.204
H 2.355406 -3.072172 1.761996 -0.444 0.331 -0.262
H 1.660787 -4.520820 2.409770 -0.393 -0.088 0.009
H 1.166920 -2.954061 3.117124 -0.005 0.016 -0.229
O 0.334352 4.471182 0.755236 -1.321 -1.062 0.114
S -0.802787 3.650006 1.106859 -1.524 0.161 1.116
O -0.664408 2.185856 1.091338 -0.001 2.008 0.372
O -1.302102 3.981418 2.646799 0.374 -1.588 -1.305
C -1.702370 5.289621 3.059005 1.322 1.651 0.669
C -0.505066 6.265270 2.958933 -1.029 1.320 -0.581
C -2.325604 4.123845 0.153446 1.926 -0.054 -0.454
H -1.949485 5.320226 4.120700 0.138 -1.201 0.102
H -2.652463 5.604967 2.626656 0.318 0.061 -0.750
H -0.707012 7.186597 3.508486 -0.308 -0.226 0.532
H -0.399628 6.706395 1.967279 0.400 -0.620 -0.271
H 0.440423 5.891013 3.347538 -0.210 -0.385 -0.201
H -2.526395 5.189805 0.254603 -0.114 -0.142 0.675
H -3.153834 3.439345 0.324517 0.206 0.084 0.219
H -1.950949 4.074452 -0.870232 -0.193 -0.481 -0.161
O 0.179153 -0.305683 5.048445 -0.611 0.282 -0.888
S -0.773457 -0.590538 4.014892 -1.319 -2.406 0.434
O -0.597373 -0.197400 2.632448 0.814 -0.134 1.548
O -0.948958 -2.262011 3.942632 -0.447 2.537 -0.732
C -1.153576 -2.944186 5.187554 1.783 -1.020 0.548
C -1.689089 -4.354354 4.961601 -0.410 0.725 -0.249
C -2.488897 -0.139329 4.453267 0.897 -0.659 -0.466
H -1.693023 -2.390111 5.955833 -0.438 0.193 -0.445
H -0.140145 -3.044258 5.580930 -0.012 -0.021 0.408
H -1.027642 -4.991352 4.375602 0.202 0.211 0.102
H -2.630342 -4.309582 4.413283 -0.139 -0.111 0.192
H -1.833301 -4.784771 5.952328 -0.119 -0.162 -0.109
H -3.112473 -0.741658 3.792803 0.137 0.306 -0.391
H -2.563196 0.926250 4.242779 -0.218 -0.070 0.322
H -2.737642 -0.484751 5.455326 0.358 0.585 0.163
O -1.443117 -1.860815 -2.076032 0.125 -1.661 -3.081
S -1.371986 -2.344505 -3.470586 1.268 0.395 -0.172
O -2.319377 -1.911686 -4.474435 0.275 -0.237 1.055
O 0.113426 -1.947772 -4.022228 -0.706 -0.116 1.721
C 0.364675 -1.678661 -5.403890 -0.643 -0.049 -0.781
C 1.835441 -1.436125 -5.587623 0.704 -0.336 0.136
C -1.219549 -4.196650 -3.617500 -0.212 0.943 0.853
H -0.200372 -0.798892 -5.713200 -0.039 0.051 0.136
H -0.024270 -2.515526 -5.985946 0.181 -0.086 -0.164
H 2.098456 -1.215521 -6.622375 -0.409 0.451 -0.025
H 2.470376 -2.301476 -5.391546 -0.310 -0.252 0.398
H 2.155938 -0.635102 -4.922446 0.035 0.103 -0.234
H -1.973562 -4.568139 -2.924084 0.021 -0.212 -0.138
H -0.226172 -4.522371 -3.312871 -0.092 0.386 0.223
H -1.385566 -4.560629 -4.630131 -0.274 0.539 -0.030
```
Forces are in eV/Å.

* 2S+1: 1
* HOMO energy: -12.56 eV
* energy: -5552.23607 a.u.
* strongest force on any atom: 3.5 eV/Å
* orbital gap: 0.361 Ha
* relative energy (zero: lowest compared OMol25 entry of this formula, charge and spin): 287.6 kJ/mol
* charge: +1

Atomic partial charges in e from the Mulliken method, atoms 1 to 6:
1. O -0.353
2. V 1.535
3. O -0.252
4. O -0.580
5. S 0.834
6. O -0.355